1.
ORCA calculation (ωB97M-V with the def2-TZVPD basis set) on a single C6H10S2 molecule at a distorted geometry.

Calculated values
HOMO-LUMO gap: 9.0 eV
SMILES: C[C@@H]1SC[C@@H]2C[C@H]2S1
HOMO level: -8.24 eV
energy relative to the best compared isomer or geometry (same formula, charge and spin): 91.7 kcal per mole
calculated total energy: -28050.3625 eV

Geometry as XYZ:
```
18
Properties=species:S:1:pos:R:3:forces:R:3:lowdin_charge:R:1
C 1.954 -0.837 1.193 0.2904 -4.1010 0.1209 -0.22
C 1.350 -0.592 -0.250 0.9588 0.5028 0.4877 -0.80
S 1.132 1.284 -0.487 1.0812 0.1020 -0.0774 0.77
C -0.430 1.920 0.302 -1.2743 0.1420 1.5979 -0.42
C -1.365 0.698 -0.068 1.3167 2.1448 0.6777 -0.46
C -2.529 -0.131 0.394 -1.1951 3.9461 2.8265 -0.10
C -1.184 -0.648 0.575 2.2796 -0.2570 0.3281 -0.59
S -0.286 -1.496 -0.722 2.0527 -1.2749 0.9430 0.84
H 1.412 -0.471 2.078 0.5678 0.8786 -0.6428 0.04
H 1.815 -2.037 1.476 0.5846 2.6543 -1.1546 0.12
H 3.115 -0.693 1.139 -2.4049 0.2213 0.5150 0.09
H 2.318 -0.884 -0.888 -2.8187 0.7077 0.5120 0.11
H -0.704 2.833 -0.370 0.5692 -1.5170 1.4259 0.09
H -0.339 2.245 1.469 -0.1477 -0.8454 -2.8771 0.12
H -1.012 0.668 -1.068 -1.0891 -0.6290 -1.1430 0.03
H -2.951 0.496 1.337 0.6445 -2.3063 -1.9884 0.17
H -3.252 -0.469 -0.294 -0.6251 -0.4659 -0.5993 0.08
H -0.710 -0.744 1.583 -0.7906 0.0969 -0.9521 0.12
```
Positions in Å, forces in eV/Å.



2.
ORCA calculation (ωB97M-V with the def2-TZVPD basis set) on an isolated ion of composition C7H15N2Si and charge +1 at a distorted geometry.

Calculated values
HOMO-LUMO gap: 7.2 eV
HOMO level: -12.62 eV
energy relative to the best compared isomer or geometry (same formula, charge and spin): 116.6 kcal per mole
charge: +1
calculated total energy: -18349.5137 eV

Geometry as XYZ:
```
25
Properties=species:S:1:pos:R:3:forces:R:3:lowdin_charge:R:1
C -3.057 1.064 0.313 0.1075 -1.2866 0.3511 -0.16
C -2.541 1.217 -0.966 -0.4995 2.3010 -1.3758 -0.10
C -0.385 0.627 -0.304 -2.3275 0.5297 1.7832 0.12
C -0.595 1.221 -2.559 -1.2351 -1.6057 0.3214 0.09
C 1.023 0.084 2.356 -2.6266 1.3023 -1.7249 -0.14
C 2.267 -0.758 -0.505 0.2043 1.3756 -1.4282 -0.18
C 0.040 -2.259 0.536 -1.6919 1.2948 -1.9958 -0.16
N -2.270 0.516 1.173 2.7331 1.1253 -4.8826 0.18
N -1.210 1.096 -1.143 0.7277 -0.8030 -0.2071 -0.18
Si 0.731 -0.548 0.566 1.8579 -1.3667 1.0657 0.50
H -4.124 1.278 0.414 0.2310 0.0611 0.4918 0.14
H -3.011 1.867 -1.695 -0.1653 -0.4811 -0.1200 0.13
H 0.432 0.753 -2.488 -1.2867 0.6693 -0.5456 0.11
H -1.403 0.607 -3.098 1.8860 0.8406 0.1555 0.14
H -0.629 2.267 -2.860 0.2450 -0.1093 0.1441 0.11
H 1.502 1.033 2.192 -0.1463 1.0024 -0.0135 0.02
H 0.032 0.257 2.907 1.6042 -0.3460 -0.6915 0.06
H 1.755 -0.377 2.929 0.9486 -1.6896 1.0243 0.01
H 2.052 -1.297 -1.446 -0.4398 0.5114 0.1569 0.05
H 2.899 0.133 -0.788 -0.6316 -0.8659 0.5253 0.06
H 2.890 -1.499 -0.057 0.6729 -0.3221 0.9571 0.03
H -1.011 -2.175 0.845 0.5043 -0.8861 0.6240 0.04
H 0.068 -2.765 -0.436 -0.2951 0.5750 -0.2678 0.05
H 0.773 -2.815 1.019 0.6852 -1.2284 2.0398 0.02
H -2.423 0.335 2.085 -1.0623 -0.5979 3.6127 0.04
```
Positions in Å, forces in eV/Å.